(1)
117
Properties=species:S:1:pos:R:3 method="wB97M-V/def2-TZVPD" smiles="CCB(O)C1=C(N=C(C)C)C(=O)c2c(Cl)cc(S(=O)(=O)C(F)(F)C(F)(F)F)cc2C1=O.O=C1CCCO1.O=C1CCCO1.O=C1CCCO1.O=C1CCCO1.O=C1CCCO1.O=C1CCCO1" charge=0 lumo_ha=-0.0563 spin_multiplicity=1
C -6.33251 2.00531 3.32486
C -5.99520 0.56138 3.79863
B -4.85274 -0.14946 2.99734
O -5.05668 -1.46301 2.60733
C -3.45939 0.50203 2.62545
C -2.82204 1.43414 3.36149
N -3.30629 1.97673 4.56020
C -2.62996 1.67233 5.60975
C -2.11507 0.27560 5.88080
C -2.29123 2.73147 6.62714
C -1.47753 1.94684 2.91607
O -1.13827 3.09381 3.04463
C -0.61887 0.89750 2.26119
C 0.75957 0.82830 2.40165
Cl 1.63323 1.96979 3.33677
C 1.43823 -0.19973 1.77701
C 0.76492 -1.13760 1.02794
S 1.58190 -2.49439 0.24403
O 0.58558 -3.33645 -0.35802
O 2.60042 -2.09266 -0.67398
C 2.26462 -3.52969 1.63537
F 2.52071 -4.76084 1.22304
F 1.26369 -3.60756 2.54559
C 3.49703 -2.93948 2.40085
F 4.27003 -2.18509 1.62840
F 4.23262 -3.95982 2.85931
F 3.11582 -2.21815 3.45201
C -0.61054 -1.08542 0.86336
C -1.27675 -0.05534 1.49750
C -2.77522 0.02646 1.39059
O -3.35655 -0.27223 0.37751
H -5.92789 2.15176 2.32714
H -7.40607 2.15519 3.31875
H -5.87549 2.71121 4.01100
H -5.77928 0.50855 4.86798
H -6.88766 -0.04955 3.64599
H -4.24931 -1.95067 2.80648
H -2.88762 -0.46509 5.69452
H -1.71739 0.20814 6.88633
H -1.28561 0.02999 5.20995
H -3.20888 3.04987 7.12382
H -1.61691 2.31678 7.36912
H -1.83330 3.56142 6.09967
H 2.50876 -0.30288 1.87548
H -1.16713 -1.81603 0.29785
O -1.59789 -7.73324 4.05452
C -1.37786 -7.31893 2.95580
C -0.08165 -6.71537 2.44626
C -0.52413 -6.02913 1.15587
C -1.70035 -6.89385 0.72795
O -2.28898 -7.36586 1.95327
H 0.63021 -7.52093 2.25979
H 0.32553 -6.01479 3.16909
H 0.25405 -5.95707 0.40068
H -0.86884 -5.01829 1.37646
H -1.38804 -7.75882 0.13870
H -2.44514 -6.33717 0.16437
O 1.15301 2.48129 0.14476
C 2.16112 3.06669 -0.13353
C 2.27348 4.41229 -0.81005
C 3.73432 4.43305 -1.25096
C 4.39342 3.55714 -0.19495
O 3.38790 2.58990 0.16913
H 2.05185 5.19457 -0.08165
H 1.59475 4.47418 -1.65416
H 4.16501 5.43025 -1.31455
H 3.82563 3.96514 -2.23215
H 4.67364 4.11824 0.69944
H 5.27010 3.03531 -0.57035
O -4.66557 1.25734 -5.53661
C -3.84215 0.92706 -4.73517
C -3.74516 -0.42280 -4.05347
C -2.80167 -0.13898 -2.88882
C -1.94532 0.99108 -3.44459
O -2.81907 1.72229 -4.33547
H -3.32475 -1.14132 -4.75945
H -4.72274 -0.75329 -3.71501
H -2.22046 -1.00101 -2.56756
H -3.37636 0.21229 -2.03400
H -1.09245 0.62382 -4.02002
H -1.58130 1.66203 -2.66980
O 9.63097 -1.58211 6.05323
C 8.75545 -2.29542 5.66737
C 8.88174 -3.73546 5.20387
C 7.55670 -3.96391 4.48015
C 6.62612 -3.01278 5.21944
O 7.45455 -1.91024 5.62252
H 8.98676 -4.37655 6.08001
H 9.73822 -3.85414 4.54708
H 7.21411 -4.99680 4.49360
H 7.64982 -3.65503 3.43783
H 6.19319 -3.46637 6.11396
H 5.82207 -2.64487 4.58774
O 2.44846 3.20768 -4.50312
C 1.55275 3.98752 -4.65053
C 0.32647 3.83003 -5.52027
C -0.20694 5.25852 -5.59992
C 0.26190 5.84310 -4.27431
O 1.50148 5.16687 -3.98425
H -0.37473 3.15897 -5.02008
H 0.59463 3.43591 -6.49406
H -1.28339 5.32278 -5.74139
H 0.27146 5.78246 -6.42805
H -0.44072 5.64292 -3.46185
H 0.44288 6.91392 -4.32681
O -1.12258 3.73228 -8.84789
C -1.47762 2.60800 -9.04948
C -2.58355 1.85255 -8.33697
C -2.29509 0.40703 -8.73736
C -1.63333 0.57911 -10.09656
O -0.93498 1.83306 -10.01926
H -3.54636 2.19655 -8.71564
H -2.52671 1.99511 -7.26185
H -3.17726 -0.22950 -8.76648
H -1.58669 -0.03371 -8.03328
H -2.36142 0.63850 -10.90847
H -0.92222 -0.21252 -10.32061



(2)
108
Properties=species:S:1:pos:R:3 method="wB97M-V/def2-TZVPD" charge=0 lumo_ha=-0.0343 spin_multiplicity=1
Tl 1.19116 1.91363 -1.93175
C -0.95265 -2.08574 -3.36619
C -1.09842 -1.84044 -1.90398
C -2.24803 -2.08959 -1.23893
C -2.37836 -1.75112 0.14283
N -1.43385 -1.13012 0.75914
N -0.25299 -0.90185 0.11581
B 0.67578 -0.23137 1.04497
N 0.04660 0.61504 2.08398
N 0.17689 -0.18533 3.17505
C -0.48863 0.09415 4.24441
C -1.34398 1.24039 4.27657
C -1.47036 2.04440 3.19791
C -2.36146 3.24074 3.19522
C -0.71986 1.72809 1.99474
S -0.79581 2.65792 0.62109
C -0.34442 -0.83031 5.43898
C 0.23125 -0.02919 6.61380
C 0.58557 -1.99670 5.11145
C -1.72958 -1.37634 5.81078
N 2.05674 -0.69492 1.18317
N 2.10088 -2.04910 1.21953
C 3.22469 -2.62322 1.48033
C 4.40545 -1.84659 1.71995
C 4.37074 -0.49616 1.67740
C 5.57700 0.35020 1.90725
C 3.11156 0.15019 1.36874
S 2.91349 1.78376 1.18077
C 3.19148 -4.14910 1.49301
C 2.09539 -4.61050 2.46054
C 2.86056 -4.63133 0.07528
C 4.53007 -4.74197 1.93112
C 0.02864 -1.30118 -1.16794
S 1.54919 -1.17965 -1.84542
C -3.59065 -2.10353 1.00191
C -4.76723 -2.58623 0.15471
C -3.15495 -3.22684 1.95366
C -4.02340 -0.88566 1.82611
H -1.88339 -2.46704 -3.78351
H -0.14324 -2.78909 -3.56580
H -0.69315 -1.14363 -3.85310
H -3.09080 -2.50772 -1.77074
H -1.90370 1.46103 5.17680
H -2.88343 3.33377 4.14615
H -3.08492 3.16931 2.38187
H -1.78037 4.14437 3.00597
H 1.20977 0.38149 6.35988
H 0.34688 -0.67791 7.48368
H -0.42175 0.79759 6.89859
H 1.58676 -1.64660 4.85750
H 0.21539 -2.57360 4.26349
H 0.65584 -2.65492 5.97911
H -2.42008 -0.58053 6.09390
H -1.64195 -2.05670 6.65942
H -2.16818 -1.92619 4.97584
H 5.34051 -2.34758 1.92737
H 6.44549 -0.26777 2.12853
H 5.40029 1.04386 2.73059
H 5.77818 0.96498 1.02918
H 1.12683 -4.20995 2.16263
H 2.30481 -4.27626 3.47919
H 2.03874 -5.70051 2.46276
H 1.90300 -4.22809 -0.25356
H 2.81282 -5.72185 0.05481
H 3.62099 -4.30692 -0.63774
H 4.81507 -4.40853 2.93136
H 5.33430 -4.49004 1.23734
H 4.44849 -5.82931 1.95573
H -4.52731 -3.49599 -0.39871
H -5.09399 -1.82240 -0.55310
H -5.60968 -2.81429 0.80892
H -2.81929 -4.10671 1.40014
H -3.99055 -3.52287 2.59069
H -2.33237 -2.88823 2.58570
H -4.40814 -0.09311 1.18436
H -3.18622 -0.48608 2.39831
H -4.81314 -1.17817 2.52116
C -3.58712 1.09602 -2.07211
C -3.16658 2.12219 -3.07908
N -4.11125 2.86600 -3.59760
C -3.78941 3.78386 -4.52744
C -2.50739 3.99329 -4.96212
C -2.27619 5.05223 -6.00819
O -1.81086 4.52592 -7.25086
C -1.46002 3.20659 -4.42156
C -0.11460 3.47787 -4.90292
N 0.98199 3.01487 -4.43030
C 2.17101 3.54122 -4.96965
C 2.46285 4.90115 -4.84971
C 3.65605 5.42147 -5.32154
C 4.58679 4.58800 -5.92388
C 4.31237 3.23481 -6.05352
C 3.11745 2.71756 -5.57544
I 2.71929 0.68732 -5.83709
C -1.77170 2.21592 -3.45311
O -0.91270 1.41002 -2.93140
H -4.11229 0.27503 -2.56740
H -4.27669 1.54981 -1.35967
H -2.72516 0.70084 -1.54532
H -4.60865 4.37292 -4.92486
H -1.51815 5.77264 -5.69622
H -3.20795 5.60649 -6.15494
H -2.39667 3.80233 -7.49718
H -0.05986 4.16176 -5.75350
H 1.74038 5.53976 -4.35634
H 3.85902 6.47882 -5.21298
H 5.52326 4.98371 -6.29361
H 5.02573 2.57735 -6.53112



(3)
107
Properties=species:S:1:pos:R:3 method="wB97M-V/def2-TZVPD" charge=+3 lumo_ha=-0.3087 spin_multiplicity=1
Pt -0.00403 -0.43889 0.10197
C 3.43084 2.31063 0.95974
C 2.80601 1.04548 1.55359
C 3.44163 0.73106 2.91290
C 3.00491 -0.12613 0.63758
C 4.25118 -0.75929 0.43876
C 3.98128 -1.86465 -0.30299
N 2.64457 -1.89827 -0.58428
N 2.04298 -0.79345 -0.00763
B 2.21685 -3.00490 -1.45882
N 1.02798 -3.09523 2.34842
C 0.50986 -3.96093 3.44447
C 0.03063 -3.17790 4.38392
C 0.22103 -1.78923 3.92457
N 0.78980 -1.70990 2.77136
C -0.19048 -0.60842 4.73432
C -0.13764 0.70752 3.97399
C 0.65291 -0.57420 6.02055
N 1.32806 -2.94639 -2.52695
C 1.23365 -3.85766 -3.57606
C 0.47375 -3.29300 -4.53145
C 0.08757 -2.00894 -4.00266
N 0.58433 -1.82227 -2.81000
C -0.81319 -1.00736 -4.65998
C -0.84914 0.30131 -3.87846
C -0.40611 -0.77855 -6.11751
H 3.32112 3.13983 1.65941
H 4.49895 2.16978 0.78478
H 2.96631 2.59557 0.01711
H 1.73410 1.18673 1.67934
H 4.52221 0.61124 2.82970
H 3.26437 1.55528 3.60470
H 3.03661 -0.18523 3.34834
H 5.20827 -0.44716 0.81801
H 4.63629 -2.63690 -0.67365
H 2.83756 -3.99811 -1.27037
H 0.64528 -5.02683 3.35805
H -0.39592 -3.48208 5.32708
H -1.22906 -0.81769 5.02243
H 0.88982 1.04947 3.85492
H -0.59019 0.61956 2.98455
H -0.68107 1.46603 4.53619
H 1.70861 -0.43795 5.78201
H 0.33083 0.26611 6.63308
H 0.54632 -1.47837 6.61960
H 1.77090 -4.79153 -3.54209
H 0.22267 -3.70834 -5.49249
H -1.81841 -1.44707 -4.65446
H 0.13165 0.78255 -3.91093
H -1.58269 0.98104 -4.31428
H -1.09858 0.13307 -2.82747
H 0.63083 -0.44366 -6.18006
H -0.50777 -1.68099 -6.71875
H -1.03888 -0.01373 -6.56646
C -5.27231 1.29385 0.00900
N -4.05357 0.60277 0.43630
C -3.88679 -0.09973 1.60234
C -2.59470 -0.51752 1.61513
N -1.97174 -0.07214 0.46965
C -2.88721 0.59863 -0.21573
H -6.13403 0.75916 0.39754
H -5.31850 1.29990 -1.07671
H -5.27061 2.31390 0.38744
H -4.68818 -0.23674 2.30735
H -2.07181 -1.09700 2.35380
H -2.75334 1.04960 -1.18492
N 0.48475 1.45429 -0.42713
S -0.59765 2.52035 -1.10772
C -1.32392 3.33879 0.29182
C -2.42479 4.14046 0.01223
C -3.03257 4.82283 1.05365
C -2.54828 4.68423 2.35051
C -1.45578 3.86844 2.60947
C -0.83047 3.18479 1.57406
C 0.44667 3.76309 -1.80521
C 0.53200 3.79080 -3.19284
C 1.35550 4.73148 -3.79238
C 2.06551 5.62797 -3.00553
C 1.95987 5.59553 -1.61766
C 1.14640 4.65991 -1.00414
H 1.22755 1.36852 -1.11987
H -2.78650 4.25165 -1.00429
H -3.87631 5.46972 0.85466
H -3.02222 5.22395 3.15934
H -1.07812 3.77853 3.61931
H 0.03485 2.55890 1.74479
H -0.04721 3.10047 -3.79298
H 1.43076 4.77369 -4.87009
H 2.69776 6.36926 -3.47543
H 2.50528 6.31026 -1.01669
H 1.04584 4.63657 0.07319
N 2.46437 -3.26048 2.31351
C 0.30820 -3.38751 1.07632
N -0.40365 -2.52423 0.42649
C -1.18632 -3.19667 -0.54122
C -2.04250 -2.62027 -1.48026
C -2.72518 -3.44759 -2.34360
C -2.54800 -4.83646 -2.32472
C -1.67025 -5.42078 -1.44112
C -1.01081 -4.57815 -0.54795
S 0.15145 -5.03385 0.63947
H 2.83104 -2.49199 1.75334
H 2.67416 -4.14757 1.85969
H -2.15047 -1.55236 -1.54797
H -3.40398 -3.01157 -3.06467
H -3.09872 -5.45979 -3.01591
H -1.51480 -6.49094 -1.43122



(4)
107
Properties=species:S:1:pos:R:3 method="wB97M-V/def2-TZVPD" charge=0 lumo_ha="0.0048 / 0.0109" spin_multiplicity=2
Tc -0.73514 -0.91231 1.24419
C 2.96281 -1.08879 3.68300
C 1.59873 -0.66540 3.18951
O 1.17649 -1.27554 2.16834
C 0.94598 0.35529 3.89054
C -0.29678 0.93545 3.59796
C -0.76607 2.08402 4.44252
N -1.07368 0.51903 2.61012
N -2.30534 1.16387 2.48974
C -3.02966 0.60046 1.58346
O -2.65096 -0.44926 0.88862
C -4.37889 1.14594 1.30691
C -5.25074 0.44495 0.47988
C -6.50994 0.95633 0.19923
C -6.90340 2.17320 0.73580
C -6.03246 2.87888 1.55732
C -4.77686 2.36916 1.84266
H 3.40316 -1.79237 2.97898
H 2.87275 -1.57319 4.65718
H 3.61852 -0.22518 3.80195
H 1.48647 0.77867 4.72611
H 0.01712 2.39687 5.12948
H -1.65020 1.78619 5.00874
H -1.07335 2.91750 3.81270
H -4.92931 -0.50207 0.06642
H -7.18394 0.40420 -0.44377
H -7.88304 2.57563 0.51085
H -6.33346 3.83319 1.97140
H -4.08672 2.90797 2.47884
S -2.04759 -4.78970 3.29235
C -1.55256 -3.71883 4.53830
C -1.13917 -2.51423 4.05656
C -1.21724 -2.41387 2.63295
C -1.68920 -3.58841 2.10538
C -1.81952 -3.69870 0.67581
C -2.44406 -4.73740 -0.01779
C -2.54059 -4.67022 -1.38973
C -2.02356 -3.56069 -2.05192
C -1.41968 -2.57044 -1.30706
N -1.29432 -2.63782 0.02457
H -1.60048 -4.04009 5.56775
H -0.79684 -1.71502 4.70078
H -2.86038 -5.56855 0.53574
H -3.02646 -5.46341 -1.94323
H -2.08778 -3.46604 -3.12694
H -0.99729 -1.68073 -1.75558
N 0.31526 -0.31397 -0.17895
P 1.50207 -0.15032 -1.17071
N 1.10646 0.12151 -2.76115
C 1.36711 -0.75846 -3.88586
C 0.07943 -1.27054 -4.52474
C -0.86641 -0.11939 -4.85815
C -1.11429 0.74582 -3.62607
C 0.20694 1.23789 -3.05095
N 2.49792 -1.47118 -1.19896
C 2.13443 -2.71110 -0.48350
C 3.18064 -3.77741 -0.76220
C 4.54920 -3.34659 -0.22659
C 4.82014 -1.85634 -0.51975
C 3.89330 -1.33977 -1.61199
N 2.35060 1.23343 -0.78550
C 2.97975 2.14650 -1.73539
C 4.15258 2.88917 -1.07052
C 4.78888 2.03018 0.01756
C 3.77519 1.77977 1.14362
C 2.34825 1.74128 0.58190
H 1.98037 -1.59100 -3.54739
H 1.94510 -0.20484 -4.64174
H -0.40962 -1.96723 -3.83400
H 0.33196 -1.83858 -5.42366
H -1.80583 -0.49689 -5.26626
H -0.41178 0.50128 -5.63975
H -1.63862 0.17316 -2.85390
H -1.74510 1.60320 -3.87367
H 0.02845 1.79770 -2.13220
H 0.69044 1.90981 -3.77503
H 1.15248 -3.04354 -0.81605
H 2.05973 -2.52665 0.59235
H 3.23263 -3.96336 -1.83895
H 2.86645 -4.71422 -0.29955
H 5.33093 -3.97191 -0.66202
H 4.58074 -3.51750 0.85180
H 5.85925 -1.69838 -0.81606
H 4.64958 -1.25312 0.37640
H 4.08107 -1.88104 -2.54833
H 4.09793 -0.28910 -1.81233
H 2.25269 2.87718 -2.11304
H 3.33616 1.57828 -2.59630
H 3.79799 3.82306 -0.62567
H 4.88049 3.16737 -1.83459
H 5.68991 2.50542 0.40880
H 5.10482 1.07833 -0.41674
H 3.84078 2.57128 1.89556
H 4.00253 0.83975 1.65273
H 1.91330 2.74955 0.58095
H 1.69230 1.12629 1.19084
Br -4.92714 3.93686 -2.45834
C -3.41624 3.88939 -1.32473
C -2.96148 5.03760 -0.70529
C -1.83497 4.93721 0.09780
C -1.21855 3.70242 0.22942
N -1.66340 2.59953 -0.36612
C -2.75067 2.68828 -1.12196
H -3.47350 5.97980 -0.84527
H -1.43950 5.80570 0.60770
H -0.33524 3.58498 0.84953
H -3.10929 1.77487 -1.58367



Number 1: molecular weight 1002.163 g/mol, E -117247.927 eV. Number 2: molecular weight 1126.213 g/mol, E -105339.172 eV. Number 3: molecular weight 967.960 g/mol, E -85305.913 eV. Number 4: molecular weight 929.866 g/mol, E -151744.592 eV.